i) DFT (ωB97M-V with the def2-TZVPD basis set) results for a single C5H6 molecule.

Last column: Löwdin charge in e.
Positions of all 11 atoms, in Å:
H 1.9175 -0.8705 -1.4237  0.08
C -1.4413 -0.5578 0.1437  -0.06
H -1.3864 1.4758 0.5543  0.07
C -0.9664 0.7862 -0.0951  -0.33
H 2.4386 -0.1629 1.5813  0.15
C 0.5209 0.5294 -0.0037  -0.11
H -1.7876 -0.9006 1.0385  0.00
H -1.2822 -1.2145 -0.6941  0.04
H -1.2129 1.2669 -1.1601  0.14
C 1.5331 -0.3236 -0.6196  0.01
C 1.6668 -0.0285 0.6785  0.00

Computed properties:
HOMO-LUMO gap (spin up / spin down) in eV: 7.0 / 7.8
Multiplicity: 1
E_HOMO (spin up / spin down) in Ha: -0.220 / -0.248

---

ii) DFT (ωB97M-V with the def2-TZVPD basis set) results for a single C5H6 molecule.

Last column: Löwdin charge in e.
Positions of all 11 atoms, in Å:
C -0.8968 -0.3846 0.0306  -0.15
C 0.0891 0.5258 0.0303  -0.16
C 1.4546 0.1734 0.0060  -0.17
C 2.6071 -0.2123 -0.0203  0.12
H -0.6291 -1.4571 0.0653  0.12
H 3.6076 -0.5542 -0.0674  0.02
H -2.8382 -0.3291 0.9119  0.07
H -2.8698 -0.6203 -0.8056  0.07
H -2.5791 1.0269 -0.2170  0.08
H -0.1125 1.5984 0.0101  0.11
C -2.3505 -0.0464 -0.0295  -0.11

Computed properties:
HOMO-LUMO gap in eV: 10.0
SMILES: C#C/C=C/C
Multiplicity: 1
E_HOMO in Ha: -0.326

---

Short version: ii) is the most stable of them.

---

i) DFT (ωB97M-V with the def2-TZVPD basis set) results for a single C2H5ClS molecule.

Last column: Löwdin charge in e.
Positions of all 9 atoms, in Å:
H -1.2503 1.2777 -0.1737  0.08
H 0.4564 0.3218 -1.4016  0.06
Cl -1.5656 -1.1746 -0.0811  0.49
H -0.7956 0.5494 1.4704  0.11
H 0.5157 -1.8801 0.1367  -0.20
C -0.7167 0.4151 0.2982  -0.59
S 1.6240 -1.1068 0.0784  0.68
H 1.0446 1.2730 0.0118  0.07
C 0.6875 0.3244 -0.3391  -0.71

Computed properties:
HOMO-LUMO gap in eV: 10.0
SMILES: SCCCl
Multiplicity: 1
E_HOMO in Ha: -0.336

---

ii) DFT (ωB97M-V with the def2-TZVPD basis set) results for 2 unconnected molecules or ions with the total composition C2H5ClS.

Last column: Löwdin charge in e.
Positions of all 9 atoms, in Å:
H -3.0602 -0.1286 -0.6016  0.05
H 1.5941 -0.3780 0.1808  0.00
H -1.4559 0.0048 -1.5019  0.03
C 2.5310 -0.7256 0.7773  -0.58
H -2.7031 1.4097 -1.1463  0.03
H 2.8459 -1.8155 1.0718  0.03
Cl 3.6764 0.3663 1.3289  0.51
S -1.2790 0.7478 0.6763  0.58
C -2.1493 0.5192 -0.7853  -0.65

Computed properties:
HOMO-LUMO gap (spin up / spin down) in eV: 9.6 / 6.2
Multiplicity: 1
E_HOMO (spin up / spin down) in Ha: -0.343 / -0.297

---

Short version: i) is the most stable of them.

---

i) DFT (ωB97M-V with the def2-TZVPD basis set) results for 2 unconnected molecules or ions with the total composition CH2BNO.

Last column: Löwdin charge in e.
Positions of all 6 atoms, in Å:
C 0.0527 2.1772 -1.3348  -0.16
B -0.3005 0.8358 -0.7123  0.25
H 0.6676 -0.0874 1.8827  0.01
H -1.2078 0.2406 -1.1644  0.03
N 0.2688 3.1981 -1.8324  0.18
O 1.1581 0.2882 1.0487  -0.31

Computed properties:
HOMO-LUMO gap (spin up / spin down) in eV: 8.3 / 8.3
Multiplicity: 1
E_HOMO (spin up / spin down) in Ha: -0.386 / -0.386

---

ii) DFT (ωB97M-V with the def2-TZVPD basis set) results for 2 unconnected molecules or ions with the total composition CH2BNO.

Last column: Löwdin charge in e.
Positions of all 6 atoms, in Å:
O -1.2778 -0.2006 -0.4470  0.16
H -1.6642 0.0383 -1.2315  0.07
C 0.7514 -0.5423 0.9491  -0.14
H 0.6984 1.4380 -0.8143  0.13
N 1.5394 -0.8850 1.7177  0.14
B -0.0472 0.1517 -0.1741  -0.37

Computed properties:
HOMO-LUMO gap in eV: 11.1
Multiplicity: 1
E_HOMO in Ha: -0.411

---

Short version: ii) is the most stable of them.

---

i) DFT (ωB97M-V with the def2-TZVPD basis set) results for 9 unconnected molecules or ions with the total composition C16H54N4O9.

Last column: Löwdin charge in e.
Positions of all 83 atoms, in Å:
O -1.9320 -15.2713 11.4388  -0.11
H -7.1726 -22.2241 8.6044  0.12
H 1.0453 -15.1635 9.7920  0.13
H -1.3392 -20.4793 6.6520  0.08
H 0.9231 -17.1874 8.2333  0.09
N -2.6933 -18.5586 5.4131  0.07
H -1.8793 -18.1519 4.9936  0.05
H -0.8769 -21.4785 5.2220  0.10
H -3.9949 -18.1587 7.6999  0.06
H -7.3826 -19.7961 8.8155  0.09
C -6.1873 -22.1829 9.0428  -0.23
H -4.6381 -24.2451 10.1324  0.10
H -6.1061 -18.8734 9.3575  0.06
O -2.7679 -18.0638 11.0743  -0.10
H 3.7943 -12.7683 7.9798  0.10
H -0.5366 -16.5289 7.5655  0.06
C -6.4845 -19.9209 9.4334  -0.12
H -2.7515 -20.2140 3.9689  0.15
H -6.9036 -20.7134 4.9584  0.09
H -3.7005 -20.6748 6.7942  0.12
C -8.6103 -16.4108 10.4552  -0.18
C 0.4711 -15.1166 8.8889  -0.44
C -10.5068 -16.7756 9.0352  -0.11
H -2.1709 -19.9239 10.1805  0.00
H -5.9248 -22.0089 5.6860  0.07
H -4.9818 -19.5678 12.5961  -0.02
C 0.0576 -16.5331 8.4393  -0.02
C -7.0720 -16.2768 10.2332  -0.46
C -6.4598 -15.3088 11.2143  -0.05
H -3.0957 -18.0364 10.1134  0.06
H 2.9774 -12.0450 9.3420  0.08
H -1.8649 -14.5814 12.1040  0.03
H -7.1638 -14.4544 11.1936  0.09
O -4.0206 -17.4643 8.4315  -0.11
H -11.1571 -16.5184 9.8699  0.08
N -6.7660 -15.8789 8.9030  0.05
H -2.4458 -17.1899 11.3666  0.02
O -9.3266 -17.3604 9.6287  -0.22
H -10.3174 -15.8628 8.4520  0.09
H -4.6588 -23.6972 11.8295  0.08
H 2.3572 -15.0517 7.8004  0.13
O -4.9467 -20.3580 5.0847  -0.18
H -8.8225 -16.7566 11.5548  0.16
H -6.7332 -20.0637 10.5286  0.10
C -2.5905 -20.0399 5.0609  -0.43
H -0.4894 -17.0360 9.2615  0.08
H -6.7164 -22.3873 11.1493  0.13
H -1.5379 -14.8718 10.5735  0.03
H -7.8366 -24.0753 9.8360  0.06
H 1.0065 -14.5920 6.8784  0.14
C -6.0778 -20.9619 5.6235  -0.12
H -0.3694 -13.2622 9.0286  0.12
O 1.7075 -13.1570 8.2092  -0.17
H -4.9683 -17.3228 8.7255  0.02
O -2.4507 -20.5749 9.5431  -0.05
C -6.1705 -22.9516 10.3757  -0.42
H -6.2228 -15.0673 8.7441  0.07
H -3.3737 -20.6816 9.8127  0.00
H -3.6394 -21.9023 5.5395  0.13
H -5.5791 -22.7858 8.3412  0.13
H -4.2157 -18.4715 11.9389  -0.02
O -5.0869 -18.7518 12.2166  -0.03
H -7.6188 -15.8081 8.3283  0.09
H -6.8090 -24.9758 10.7126  0.07
H -11.0380 -17.5239 8.4579  0.08
N -0.6355 -14.2672 9.1058  0.04
H 3.4043 -13.8069 9.3280  0.10
N -6.8657 -24.2180 10.0527  0.02
H -6.7387 -17.3208 10.4233  0.10
H -0.5220 -19.7993 5.1848  0.08
O -5.5955 -20.9213 9.0195  -0.19
H -1.2764 -14.4119 8.3680  0.08
C 2.9826 -12.9524 8.7551  -0.11
C 1.4356 -14.4374 7.9055  -0.28
H -6.3755 -20.5938 6.5933  0.07
C -3.7331 -20.8169 5.7025  -0.19
C -1.2845 -20.4914 5.5699  -0.08
H -5.5571 -14.8331 10.9183  0.06
H -3.4673 -18.1929 4.9350  0.04
H -4.0010 -22.5992 10.6656  0.06
C -4.7733 -23.3485 10.7892  -0.06
H -6.4179 -15.6562 12.2320  0.08
H -9.1932 -15.4735 10.2372  0.12

Computed properties:
HOMO-LUMO gap in eV: 9.7
SMILES: COC[C@H](C)N.COC[C@H](C)N.COC[C@H](C)N.COC[C@H](C)N.O.O.O.O.O
Multiplicity: 1
E_HOMO in Ha: -0.330

---

ii) DFT (ωB97M-V with the def2-TZVPD basis set) results for 9 unconnected molecules or ions with the total composition C16H54N4O9.

Last column: Löwdin charge in e.
Positions of all 83 atoms, in Å:
O 30.8352 19.4463 -4.9099  -0.07
C 33.8348 16.4452 -1.0902  -0.11
O 34.2310 17.2739 -5.8826  -0.08
H 37.7915 21.7482 -2.0326  0.09
H 31.8080 13.2379 -3.1885  0.08
H 30.6957 18.9783 -5.7692  0.02
H 31.1382 9.9717 0.3063  0.08
C 32.5644 12.2603 -0.1556  -0.22
H 37.5851 20.0490 -2.3166  0.09
H 29.7186 17.5192 -7.4484  0.06
H 33.5680 10.2935 2.2999  0.06
H 33.2308 13.0375 0.2230  0.11
C 36.5820 14.5388 0.4285  -0.46
H 34.0615 10.7490 -0.1699  0.13
H 32.4244 19.4567 -2.9574  0.03
H 33.6388 19.1246 -1.8044  0.07
O 30.5180 19.2795 2.2317  -0.21
H 33.8525 17.2850 -0.3889  0.08
H 31.5861 18.5172 0.0100  0.13
H 33.4958 17.2726 -5.2455  -0.02
H 29.5638 14.3302 -3.8884  0.07
H 32.2756 21.4603 -4.3002  0.05
C 30.1936 20.2290 3.2092  -0.12
O 35.8075 20.9418 -1.7669  -0.18
H 35.5838 22.2531 -3.3478  0.12
H 31.4518 16.1106 -4.0890  0.00
H 38.1034 15.7514 1.2805  0.07
H 34.1796 16.6168 -2.1104  0.09
H 31.3655 13.8602 -1.5914  0.08
C 38.0631 14.9018 0.5888  -0.07
H 30.3699 19.7842 4.1826  0.09
O 32.5292 12.1577 -1.5649  -0.17
C 33.5050 19.5407 -2.8037  -0.06
H 32.4528 8.9609 0.9085  0.07
H 30.4464 18.0477 -2.1804  0.05
H 37.4825 20.6162 -0.6865  0.09
C 35.8183 15.7094 -0.1827  -0.22
C 37.2022 20.8842 -1.7058  -0.14
O 29.9905 15.1497 -4.1689  -0.05
N 33.2783 21.3249 -4.3652  0.03
H 30.2170 17.1472 1.4154  0.07
H 30.4585 19.7678 -1.7634  0.07
H 33.0127 14.0624 -2.1732  0.08
N 29.8751 17.2704 0.4644  0.06
H 29.1360 20.5276 3.1342  0.09
H 28.9701 19.6587 0.9989  0.13
H 35.8772 16.4853 0.5905  0.13
O 34.4737 15.3600 -0.4298  -0.20
H 35.3979 13.1941 -0.4100  0.05
H 35.8374 20.5662 -3.7972  0.13
H 30.5294 20.5783 0.6601  0.13
C 33.8145 21.0026 -3.0281  -0.41
H 36.6272 12.5137 0.3281  0.07
O 32.1174 16.8056 -3.9025  -0.07
H 29.0153 18.9518 -1.5421  0.08
H 38.5959 14.0941 1.0831  0.07
C 32.1640 13.3751 -2.1697  -0.11
C 30.0950 18.7785 -1.4601  -0.07
O 30.5493 17.5658 -6.9583  -0.04
H 33.9625 18.8627 -3.5231  0.08
H 29.9734 19.8157 -4.6834  0.05
C 32.1982 9.7343 0.1858  -0.06
N 36.4125 13.2818 -0.3046  0.06
H 30.5428 16.7968 -6.3697  0.04
H 32.6511 11.6010 2.2201  0.07
H 36.1512 14.5454 1.4459  0.14
H 31.6064 17.6305 -3.8784  0.00
C 30.0637 19.6239 0.9276  -0.20
H 34.0527 18.0248 -6.4591  0.03
H 30.7374 21.1681 3.0421  0.09
H 31.5233 12.3689 0.1674  0.13
H 32.3066 9.3468 -0.8305  0.08
H 29.3254 15.8354 -4.0144  0.07
H 33.3435 21.6142 -2.2544  0.14
C 33.1278 10.9309 0.3654  -0.43
C 35.3330 21.2182 -3.0765  -0.20
C 30.4854 18.5186 -0.0161  -0.44
H 32.7773 16.1921 -1.2078  0.07
H 38.4724 15.2528 -0.3567  0.08
N 33.4625 11.1609 1.7882  0.02
H 33.6548 22.2246 -4.6575  0.07
H 36.2914 15.9985 -1.1317  0.14
H 30.2361 16.4957 -0.0846  0.06

Computed properties:
HOMO-LUMO gap in eV: 8.8
SMILES: COC[C@H](C)N.COC[C@H](C)N.COC[C@H](C)N.COC[C@H](C)N.O.O.O.O.O
Multiplicity: 1
E_HOMO in Ha: -0.332

---

Short version: ii) is the most stable of them.